# 1
{
  "formula": "C3H4N2O",
  "method": "the ωB97M-V functional and the def2-TZVPD basis",
  "smiles": "O=C1CNC=N1",
  "homo_lumo_gap_ev": 10.33,
  "elements": ["C", "N", "H", "N", "H", "H", "O", "H", "C", "C"],
  "coordinates": [[0.26482, -0.90311, -0.14480], [-0.96113, -0.16398, -0.37775], [-1.59645, 1.79186, 0.15410], [0.42052, 1.39108, 0.53857], [0.13449, -1.72213, 0.57102], [-1.87877, -0.56533, -0.49380], [2.38607, 0.12448, 0.32000], [0.81347, -1.26754, -1.01495], [-0.76907, 1.08483, 0.12996], [1.18605, 0.22984, 0.31763]],
  "forces_ev_per_angstrom": [[0.18, -0.03, -0.02], [-0.02, 0.11, -0.02], [0.11, -0.16, 0.01], [-0.12, -0.13, -0.08], [0.13, 0.24, -0.01], [0.23, 0.01, 0.04], [-0.33, 0.25, 0.39], [-0.66, -0.22, -0.28], [-0.01, 0.00, -0.04], [0.49, -0.08, 0.01]],
  "lowdin_charge": [-0.090, 0.021, 0.131, 0.125, 0.132, 0.135, 0.078, 0.128, -0.184, -0.476]
}



# 2
{
  "formula": "C3H9N2",
  "method": "the ωB97M-V functional and the def2-TZVPD basis",
  "charge": 1,
  "homo_lumo_gap_ev": 10.20,
  "elements": ["H", "H", "H", "C", "H", "H", "H", "H", "H", "C", "N", "H", "C", "N"],
  "coordinates": [[-1.22733, -0.31873, 0.79688], [-1.77112, 0.15446, -1.46960], [1.47009, -1.69371, 0.27790], [-0.14700, -0.36824, 0.84938], [1.06672, 0.98812, -0.57968], [-0.08385, -2.11533, -0.54645], [-1.07872, 1.42811, -2.21654], [0.15753, 0.54957, 2.72223], [0.81835, -0.09467, -1.98324], [0.46248, -1.35941, 0.04072], [0.47630, 0.38298, 1.78181], [1.48555, 0.46158, 1.67304], [0.26238, 0.36159, -1.16920], [-1.06482, 0.88155, -1.35207]],
  "forces_ev_per_angstrom": [[-0.02, 0.21, 0.36], [0.32, 0.05, -0.08], [0.22, 0.65, -0.37], [-0.17, -1.66, 1.00], [-2.12, -0.58, -1.33], [-0.22, 0.83, 0.48], [0.04, -0.02, 0.24], [-0.76, 0.38, -0.28], [-0.36, -0.32, -0.27], [-0.66, 1.61, -0.74], [0.97, -0.53, -1.32], [-0.22, -0.32, 0.42], [2.49, 0.01, 1.82], [0.52, -0.30, 0.07]],
  "lowdin_charge": [0.141, 0.099, 0.110, -0.224, 0.135, 0.118, 0.108, 0.137, 0.099, 0.072, 0.149, 0.129, -0.074, 0.004]
}



# 3
{
  "formula": "C3H10N2S",
  "method": "the ωB97M-V functional and the def2-TZVPD basis",
  "homo_lumo_gap_ev": 9.15,
  "elements": ["H", "H", "H", "C", "H", "C", "H", "H", "H", "H", "N", "N", "H", "H", "S", "C"],
  "coordinates": [[0.25383, -1.20162, -1.22381], [-1.55560, -1.22097, -1.30270], [-2.96266, 0.48344, 1.11435], [1.81721, 0.90480, -0.75691], [-0.65325, -2.27480, -0.04948], [2.20637, 0.10286, 0.21215], [-2.16747, -0.46975, 2.20457], [1.91634, -0.92114, 0.16188], [1.36489, 0.50682, -1.70554], [2.67930, 0.40210, 1.10722], [-0.99825, 1.38108, -0.20800], [-2.30747, -0.36579, 1.20361], [1.86583, 1.93486, -0.68612], [-0.13760, 2.02520, -0.10423], [-0.67009, 0.07742, 0.60960], [-0.65138, -1.36451, -0.57662]],
  "forces_ev_per_angstrom": [[-0.76, -0.50, 0.81], [1.44, -0.36, 1.63], [1.65, -1.43, -0.19], [-0.21, -1.90, -1.51], [-0.05, -1.13, 0.56], [-0.34, -0.24, -0.58], [-0.18, -0.13, 0.13], [0.41, -0.83, -0.11], [0.37, 0.49, 1.20], [0.32, 0.56, 0.82], [1.85, 1.08, 0.14], [0.10, 1.54, 0.07], [0.55, 1.99, -0.03], [-1.93, -1.28, -0.05], [-2.60, -0.69, -0.38], [-0.62, 2.81, -2.51]],
  "lowdin_charge": [0.025, 0.089, 0.070, -0.133, 0.013, -0.119, 0.003, 0.028, 0.081, 0.049, -0.399, -0.233, 0.029, -0.011, 0.777, -0.268]
}



# 4
{
  "formula": "C4H10N4O",
  "method": "the ωB97M-V functional and the def2-TZVPD basis",
  "smiles": "CC(=O)C(N)(N)N1CN1",
  "homo_lumo_gap_ev": 9.50,
  "elements": ["C", "C", "H", "H", "H", "H", "C", "H", "H", "N", "N", "N", "H", "H", "H", "C", "N", "O", "H"],
  "coordinates": [[-0.09940, -0.74087, -0.36079], [1.60544, 0.59063, 0.99147], [-0.50496, -0.65534, -2.49070], [-2.52193, 0.80459, 0.36672], [-1.56844, 2.19165, 0.95692], [-0.44479, -2.15044, 1.09007], [-0.49359, 0.79583, -0.23748], [0.85735, -1.24311, -2.16219], [-1.38892, 0.58014, 1.69634], [-0.05899, -1.15061, -1.72763], [2.24286, 0.11867, -0.22129], [-0.96113, -1.56791, 0.44169], [-1.54840, -2.17801, -0.11564], [1.27419, 1.62483, 1.01771], [1.93117, 0.66402, -1.03638], [-1.55889, 1.11996, 0.76789], [1.21669, -0.70854, 0.26354], [-0.12924, 1.53568, -1.14112], [2.15097, 0.36882, 1.90088]],
  "forces_ev_per_angstrom": [[-0.74, 2.49, -0.46], [1.55, -1.53, -0.13], [-0.82, 0.69, 1.00], [0.07, -0.06, -0.06], [-0.10, 0.07, -0.06], [0.22, 0.12, -0.09], [-1.95, -1.30, -2.53], [0.25, -0.36, 0.96], [-0.13, -0.03, -0.01], [1.03, -0.98, -1.71], [1.25, 0.56, -0.85], [-0.12, -0.28, 0.39], [0.27, 0.23, -0.17], [-1.12, -0.46, -0.54], [-0.21, 0.12, 0.36], [0.74, 0.65, 0.57], [-0.32, 0.33, 2.22], [0.04, -0.07, 1.18], [0.12, -0.18, -0.08]],
  "lowdin_charge": [-0.585, -0.120, 0.087, 0.095, 0.085, 0.082, -0.418, 0.084, 0.077, 0.104, 0.006, 0.093, 0.085, 0.117, 0.098, -0.024, -0.013, 0.046, 0.099]
}